{"formula": "C39H26AuF5N3Sb", "method": "ωB97M-V with the def2-TZVPD basis set", "e_above_lowest_kcal_mol": 40.7, "e_homo_ev": [-13.339, -13.339], "charge": 2, "multiplicity": 1, "energy_ev": -69136.1581, "symbols": ["Au", "C", "C", "C", "C", "N", "C", "C", "C", "C", "C", "C", "N", "H", "H", "H", "H", "H", "H", "H", "H", "F", "C", "C", "C", "C", "C", "F", "C", "C", "C", "C", "C", "C", "N", "H", "H", "H", "H", "H", "H", "F", "C", "C", "C", "C", "C", "C", "Sb", "C", "C", "C", "C", "F", "C", "C", "C", "C", "C", "C", "F", "C", "C", "H", "H", "H", "H", "H", "H", "H", "H", "H", "H", "H", "H"], "positions_angstrom": [[0.017, 1.898, -0.580], [4.327, 1.360, -1.170], [4.818, 1.275, 0.125], [3.925, 1.178, 1.182], [2.558, 1.230, 0.927], [2.101, 1.351, -0.330], [2.956, 1.387, -1.346], [1.537, 1.186, 1.991], [1.796, 1.607, 3.293], [0.758, 1.638, 4.213], [-0.506, 1.227, 3.816], [-0.674, 0.791, 2.512], [0.312, 0.776, 1.624], [4.980, 1.426, -2.024], [5.881, 1.289, 0.313], [4.297, 1.076, 2.188], [2.517, 1.458, -2.331], [2.781, 1.937, 3.580], [0.934, 1.991, 5.218], [-1.344, 1.240, 4.494], [-1.635, 0.439, 2.160], [-4.976, 0.137, -0.870], [-4.200, 1.218, -0.782], [-2.823, 1.043, -0.789], [-1.991, 2.133, -0.727], [-2.505, 3.437, -0.658], [-3.903, 3.568, -0.613], [-4.468, 4.771, -0.493], [-4.755, 2.478, -0.679], [-1.548, 4.542, -0.663], [-1.865, 5.903, -0.594], [-0.849, 6.844, -0.614], [0.469, 6.426, -0.739], [0.715, 5.066, -0.805], [-0.260, 4.177, -0.751], [-2.424, 0.037, -0.861], [-5.825, 2.608, -0.664], [-2.888, 6.227, -0.520], [-1.079, 7.898, -0.531], [1.283, 7.130, -0.784], [1.719, 4.678, -0.909], [-1.618, -5.029, -5.432], [-1.287, -4.286, -4.381], [-0.879, -4.909, -3.210], [-0.533, -4.134, -2.119], [-0.604, -2.751, -2.215], [-1.014, -2.135, -3.386], [-1.360, -2.905, -4.485], [-0.048, -1.619, -0.437], [1.948, -2.362, -0.108], [2.554, -2.343, 1.139], [3.840, -2.829, 1.288], [4.516, -3.299, 0.169], [5.765, -3.733, 0.305], [3.929, -3.301, -1.089], [2.642, -2.817, -1.222], [-1.400, -2.465, 1.011], [-2.634, -2.896, 0.539], [-3.543, -3.461, 1.410], [-3.207, -3.572, 2.753], [-4.081, -4.102, 3.599], [-1.984, -3.123, 3.236], [-1.089, -2.541, 2.360], [-0.837, -5.986, -3.163], [-0.210, -4.616, -1.205], [-1.067, -1.057, -3.455], [-1.681, -2.448, -5.410], [2.027, -1.970, 2.005], [4.322, -2.857, 2.253], [4.478, -3.678, -1.937], [2.175, -2.821, -2.197], [-2.882, -2.820, -0.511], [-4.502, -3.812, 1.066], [-1.752, -3.235, 4.282], [-0.147, -2.167, 2.734]], "lowdin_charge": [1.13, -0.01, 0.00, 0.02, -0.22, -0.06, -0.12, -0.24, 0.02, -0.01, -0.01, -0.14, -0.02, 0.12, 0.13, 0.12, 0.12, 0.12, 0.13, 0.12, 0.11, 0.11, -0.25, -0.05, -0.20, -0.11, -0.19, 0.11, 0.11, -0.19, 0.04, 0.00, -0.02, -0.10, 0.02, 0.05, 0.15, 0.12, 0.13, 0.12, 0.12, 0.11, -0.26, 0.02, -0.12, -0.40, -0.12, 0.01, 1.60, -0.37, -0.13, 0.01, -0.26, 0.11, 0.02, -0.12, -0.37, -0.12, 0.02, -0.26, 0.11, 0.02, -0.13, 0.13, 0.11, 0.10, 0.13, 0.09, 0.13, 0.13, 0.10, 0.10, 0.13, 0.13, 0.09]}